Entry 1:
A structure of composition C14H23Br9O7S in a non-equilibrium geometry, computed with ωB97M-V with the def2-TZVPD basis set.

Cartesian coordinates (Å):
C1 0.713 0.417 2.406
H1 5.767 1.556 2.455
Br1 -1.153 -2.780 -2.488
H2 -3.496 1.450 0.630
H3 3.712 -0.104 -2.209
H4 2.871 1.109 -1.261
H5 -2.160 0.092 2.382
O1 3.828 -1.954 0.065
Br2 -2.294 -2.884 3.079
C2 -3.111 -3.587 1.423
H6 -0.737 1.875 1.721
H7 7.382 0.858 2.160
Br3 -3.633 -4.536 -4.560
C3 5.580 -0.117 1.231
H8 0.809 0.781 3.429
S1 3.369 -0.560 0.101
C4 -2.007 3.947 -0.785
O2 -1.130 4.716 -1.163
Br4 0.873 -0.482 -1.096
C5 -1.843 2.685 0.058
H9 1.969 -0.434 -1.764
H10 6.277 -0.734 0.664
H11 -1.630 2.791 1.122
C6 -1.514 -0.092 1.523
H12 -1.006 2.100 -0.324
H13 1.763 0.403 2.116
Br5 -4.988 -2.917 1.240
O3 2.505 -0.184 1.177
C7 -1.008 -1.117 -1.450
H14 -1.514 -1.297 -0.502
O4 0.884 -1.936 3.161
C8 6.414 1.085 1.715
H15 -1.542 -3.258 -3.925
H16 6.646 1.823 0.946
Br6 -0.994 -3.136 -6.347
Br7 -2.820 -1.206 -4.386
O5 -3.250 4.256 -1.013
C9 2.909 0.044 -1.487
H17 -0.051 0.847 0.469
H18 -3.095 -4.673 1.522
C10 -4.108 3.189 -0.742
H19 -2.937 1.310 -1.055
C11 -0.411 0.859 1.498
H20 -1.983 -0.221 0.548
O6 -0.821 -1.241 1.902
O7 4.717 0.383 0.231
H21 -4.814 3.591 -0.015
Br8 -2.088 -3.114 -0.112
C12 -2.205 -3.083 -4.772
Br9 -2.194 0.327 -2.288
C13 -3.220 2.007 -0.266
H22 -4.636 2.760 -1.594
H23 5.077 -0.574 2.083
C14 0.325 -1.037 2.544

Frontier orbital gap in eV: 8.08
Relative energy (zero: lowest compared OMol25 entry of this formula, charge and spin) in eV: 17.986
E_tot in eV: -670422.0206

Mulliken atomic charge list, values in e, 6 entries: atom 1 (C): -0.592, atom 2 (H): 0.309, atom 3 (Br): 0.160, atom 4 (H): 0.521, atom 5 (H): 0.504, atom 6 (H): 0.362


Entry 2:
A structure of composition C14H23Cl6F3I3N3O3P in a non-equilibrium geometry, computed with ωB97M-V with the def2-TZVPD basis set.

Cartesian coordinates (Å):
C1 -4.585 -1.505 -1.485
Cl1 0.377 -3.414 -0.739
H1 -1.612 -4.190 -4.911
H2 -1.436 -3.927 0.686
H3 0.118 -4.484 1.331
H4 -3.476 -1.751 0.345
O1 3.679 3.765 -1.564
C2 -1.305 -2.061 -5.024
H5 -1.847 -1.873 -5.956
C3 -0.777 -3.486 -4.961
N1 2.365 3.446 -1.576
O2 -0.858 0.905 2.692
H6 -0.344 4.097 -0.313
H7 -1.484 1.439 0.633
H8 -2.158 2.526 2.094
Cl2 -0.002 -0.855 -4.888
Cl3 -4.750 -0.369 -2.847
N2 2.155 3.901 1.017
C4 -3.458 -1.112 -0.543
C5 -0.051 3.040 1.391
Cl4 0.172 -3.915 -6.406
H9 4.217 2.925 -1.706
C6 -1.212 1.923 1.690
F1 -2.560 0.266 4.390
O3 2.394 1.981 4.632
C7 3.809 1.302 1.466
C8 -0.500 -4.434 0.429
I1 2.756 5.329 4.017
H10 5.904 2.091 2.004
I2 1.356 -0.263 0.225
H11 0.175 -6.301 -0.462
Cl5 -1.854 -1.314 -1.291
F2 -1.613 -1.444 2.950
H12 4.637 2.453 3.384
C9 -1.986 0.018 3.015
H13 4.660 3.480 1.735
C10 2.310 1.455 1.274
C11 1.503 2.766 1.834
C12 -0.749 -5.835 -0.106
H14 -4.435 -2.508 -1.896
H15 1.688 4.844 1.172
C13 1.654 3.524 -0.392
H16 -5.538 -1.497 -0.949
H17 -3.551 -0.071 -0.215
C14 4.770 2.395 2.219
H18 1.772 1.264 4.971
N3 0.170 3.206 -0.126
I3 4.840 -0.509 0.669
H19 -0.332 4.132 1.784
P1 1.515 3.180 3.702
F3 -3.156 0.157 2.084
H20 1.855 3.141 -2.450
Cl6 -1.924 -5.844 -1.444
H21 -1.166 -6.466 0.685
H22 -0.145 -3.644 -4.081
H23 -1.990 -1.882 -4.190

Net charge: +1
Frontier orbital gap in eV: 6.90
Relative energy (zero: lowest compared OMol25 entry of this formula, charge and spin) in eV: 6.589
E_tot in eV: -142366.7884

Mulliken atomic charge list, values in e, 6 entries: atom 1 (C): -0.636, atom 2 (Cl): -0.162, atom 3 (H): 0.283, atom 4 (H): 0.129, atom 5 (H): 0.343, atom 6 (H): 0.256


Entry 3:
A structure of composition C14H23ClF2N2O6PS2Si in a non-equilibrium geometry, computed with ωB97M-V with the def2-TZVPD basis set.

Cartesian coordinates (Å):
F1 -2.120 -2.521 -4.617
H1 3.063 -1.956 0.303
N1 -0.304 2.315 5.512
H2 -2.890 0.230 1.476
H3 -1.419 4.654 4.536
H4 -1.643 -1.841 1.617
H5 -3.227 1.568 0.406
H6 -1.247 -2.357 -1.749
C1 -1.040 2.541 4.387
H7 0.018 1.357 -2.208
H8 -2.815 -2.513 -2.453
P1 3.855 -1.618 -3.442
C2 0.227 -2.777 1.874
H9 0.354 2.167 -0.630
C3 -1.024 3.939 3.813
H10 -1.650 3.958 2.926
O1 0.943 -2.379 -2.630
O2 2.821 0.589 -5.099
O3 0.331 -3.466 -4.678
C4 2.021 -1.938 0.596
H11 -1.886 1.696 1.528
H12 -2.733 0.244 -2.449
N2 1.056 -1.100 -4.860
S1 2.234 -0.297 -4.124
C5 -0.607 -1.860 1.309
H13 -0.010 4.225 3.531
H14 0.486 4.240 5.800
O4 1.857 0.395 -2.911
H15 0.146 3.328 7.280
C6 1.540 -2.830 1.510
F2 -1.540 -0.462 -4.310
H16 -0.115 -3.496 2.608
H17 -1.152 2.446 -1.509
C7 -2.454 -0.526 -1.731
S2 0.373 -2.232 -3.951
C8 -0.129 -0.979 0.369
Si1 -1.290 0.251 -0.444
C9 -1.417 -1.700 -3.794
H18 2.223 -3.563 1.915
H19 -0.356 1.363 5.839
Cl1 3.713 -3.325 -4.611
H20 1.546 2.904 6.277
H21 5.608 -1.483 -4.656
C10 -0.398 1.696 -1.260
H22 1.572 -0.307 -0.712
C11 -1.963 -1.840 -2.382
O5 5.189 -0.864 -4.041
H23 -3.367 -0.771 -1.186
C12 1.200 -1.010 0.020
C13 -2.415 1.009 0.878
O6 -1.677 1.640 3.874
C14 0.512 3.256 6.254

Net charge: -1
Frontier orbital gap in eV: 7.78
E_tot in eV: -86953.9056

Mulliken atomic charge list, values in e, 6 entries: atom 1 (F): -0.333, atom 2 (H): 0.364, atom 3 (N): -0.163, atom 4 (H): 0.285, atom 5 (H): 0.409, atom 6 (H): 0.280


Entry 4:
A structure of composition C14H23ClLiN7S, computed with ωB97M-V with the def2-TZVPD basis set.

Cartesian coordinates (Å):
H1 1.598 4.405 1.274
H2 -0.799 2.894 -1.945
Li1 -1.651 -0.251 -0.150
S1 -2.624 -2.559 -0.441
C1 0.483 3.690 -0.440
C2 0.727 3.870 0.923
H3 0.909 -2.519 0.488
C3 2.434 -1.608 -2.326
C4 3.146 -1.273 -0.091
H4 2.302 1.614 -1.506
C5 -1.586 2.414 -0.002
C6 -0.212 3.381 1.818
H5 3.737 0.613 -1.816
N1 0.412 -0.770 -0.553
H6 -3.832 -4.023 2.575
C7 0.977 -2.129 -0.531
C8 -0.623 2.996 -0.879
Cl1 -2.521 2.219 2.571
H7 -2.239 -0.059 2.269
H8 0.135 0.761 -1.963
N2 2.648 0.103 -0.104
H9 3.474 -1.615 -2.659
H10 -0.061 -0.891 -2.593
H11 0.856 1.104 0.313
H12 0.377 -2.767 -1.181
C9 1.251 0.087 0.318
N3 -2.392 -2.049 2.185
H13 -3.973 -4.492 0.923
H14 1.850 -2.245 -2.992
H15 4.187 -1.278 -0.419
C10 0.534 -0.253 -1.935
C11 -1.325 2.698 1.360
H16 -2.860 1.714 -1.540
N4 -1.705 -0.859 1.927
C12 -2.636 1.574 -0.484
C13 2.698 0.598 -1.483
N5 2.370 -2.156 -0.967
N6 1.918 -0.240 -2.400
H17 -3.535 1.531 0.125
H18 -0.806 -0.883 2.395
C14 -2.859 -2.836 1.188
H19 -0.093 3.537 2.882
N7 -3.518 -3.935 1.625
H20 3.101 -1.658 0.930
H21 1.205 -0.309 1.336
H22 -2.647 -2.255 3.140
H23 1.167 4.111 -1.167

Frontier orbital gap in eV: 6.08
E_tot in eV: -48884.7636

Mulliken atomic charge list, values in e, 6 entries: atom 1 (H): 0.375, atom 2 (H): 0.386, atom 3 (Li): 0.622, atom 4 (S): -0.463, atom 5 (C): -0.643, atom 6 (C): -0.562


Entry 5:
A structure of composition C14H23MnNO13 in a non-equilibrium geometry, computed with ωB97M-V with the def2-TZVPD basis set.

Cartesian coordinates (Å):
H1 -1.186 0.851 -0.989
H2 -3.334 1.067 -0.460
H3 0.003 -0.207 1.453
C1 -3.230 0.797 -1.514
O1 -3.019 3.814 -3.103
O2 -1.677 2.078 -2.653
O3 -2.095 -5.113 0.422
Mn1 4.017 -1.235 1.752
H4 3.567 -4.084 0.987
O4 1.590 0.113 -1.241
O5 4.690 -2.480 0.422
O6 0.743 2.883 0.616
C2 5.221 -4.789 -0.240
O7 -3.847 1.911 -2.196
O8 0.019 4.653 -0.487
H5 -4.981 -0.385 -1.513
H6 -1.874 6.420 0.510
H7 -0.642 -0.937 2.843
O9 -1.679 -2.933 0.768
H8 -2.434 4.743 0.356
C3 4.142 -3.758 0.115
H9 3.546 -3.595 -0.793
O10 -0.090 -4.436 1.206
H10 -1.023 3.037 1.702
C4 0.643 3.471 -0.620
O11 1.004 2.994 -1.634
H11 -3.977 -0.747 -2.866
H12 4.711 -5.746 -0.358
C5 -0.083 3.571 1.519
O12 2.465 -0.645 0.564
H13 -2.126 5.476 1.932
H14 0.335 5.757 1.160
H15 -3.615 -1.278 -1.121
H16 5.628 -4.554 -1.220
C6 -1.746 0.885 -1.926
C7 -0.450 -2.181 0.976
C8 -1.766 5.409 0.900
H17 -0.141 -1.863 -0.021
C9 -3.930 -0.494 -1.810
O13 3.725 0.065 -1.036
H18 -1.475 -0.013 -2.482
C10 -1.359 -4.252 0.754
C11 0.444 -3.201 1.650
H19 -1.635 -0.419 1.347
C12 -0.769 -0.934 1.764
H20 0.617 -3.038 2.716
H21 5.924 -4.734 0.589
C13 -0.333 4.941 0.878
N1 2.599 -0.159 -0.641
H22 0.321 3.665 2.529
H23 1.436 -3.105 1.194
C14 -2.872 2.713 -2.698

<S²>: 8.759
Frontier orbital gap (spin up / spin down) in eV: 7.05 / 7.00
E_tot in eV: -74313.7096
Spin multiplicity: 6

Mulliken atomic charge list, values in e, 6 entries: atom 1 (H): -0.181, atom 2 (H): 0.164, atom 3 (H): 0.223, atom 4 (C): 0.561, atom 5 (O): -0.530, atom 6 (O): -0.306